# 1
{"formula": "C39H52BCdF5N8OS", "method": "ωB97M-V with the def2-TZVPD basis set", "energy_ev": -84921.0042, "de_lowest_kj_mol": 0.0, "gap_ev": 7.936, "elements": ["Cd", "C", "C", "C", "C", "C", "C", "C", "C", "C", "N", "N", "B", "N", "N", "C", "C", "C", "C", "C", "C", "C", "C", "C", "N", "N", "C", "C", "C", "C", "C", "C", "C", "C", "C", "H", "H", "H", "H", "H", "H", "H", "H", "H", "H", "H", "H", "H", "H", "H", "H", "H", "H", "H", "H", "H", "H", "H", "H", "H", "H", "H", "H", "H", "H", "H", "H", "H", "H", "H", "H", "H", "H", "H", "H", "H", "H", "H", "H", "H", "H", "F", "C", "C", "F", "C", "F", "C", "S", "C", "F", "C", "F", "N", "C", "O", "C", "C", "C", "N", "C", "C", "H", "H", "H", "H", "H", "H"], "coordinates": [[13.820, 11.312, 9.110], [12.334, 15.403, 6.241], [12.533, 13.960, 6.709], [12.338, 12.812, 5.677], [11.714, 13.661, 7.953], [10.441, 14.132, 8.207], [10.017, 13.462, 9.335], [8.662, 13.513, 9.956], [7.650, 12.888, 8.996], [8.263, 14.949, 10.219], [11.012, 12.580, 9.683], [12.017, 12.709, 8.835], [10.999, 11.518, 10.811], [11.074, 10.077, 10.189], [11.974, 9.842, 9.142], [11.795, 8.611, 8.737], [10.714, 7.996, 9.455], [10.355, 8.974, 10.346], [9.377, 8.662, 11.458], [9.947, 8.627, 12.899], [8.108, 9.530, 11.338], [12.448, 7.912, 7.548], [13.234, 6.625, 7.953], [11.470, 7.593, 6.439], [12.315, 11.703, 11.723], [13.553, 11.192, 11.280], [14.373, 11.286, 12.282], [13.797, 11.992, 13.356], [12.478, 12.211, 12.951], [11.598, 13.218, 13.677], [10.956, 14.219, 12.682], [10.579, 12.700, 14.630], [15.777, 10.770, 12.177], [16.039, 9.479, 13.083], [16.777, 11.859, 12.551], [13.066, 15.533, 5.420], [11.273, 15.540, 5.848], [12.550, 16.143, 7.069], [13.582, 13.950, 7.126], [11.316, 12.541, 5.323], [12.943, 13.042, 4.823], [12.691, 11.859, 6.170], [9.954, 14.824, 7.616], [8.656, 12.977, 10.889], [7.550, 13.539, 8.076], [8.002, 11.905, 8.665], [6.688, 12.848, 9.474], [7.939, 15.481, 9.336], [7.605, 15.131, 11.087], [9.098, 15.586, 10.598], [10.087, 11.577, 11.567], [10.330, 7.011, 9.291], [9.086, 7.629, 11.243], [10.310, 9.668, 13.282], [9.211, 8.227, 13.684], [10.767, 7.891, 13.052], [8.367, 10.586, 11.402], [7.606, 9.497, 10.357], [7.363, 9.117, 12.046], [13.242, 8.617, 7.107], [12.562, 5.789, 8.166], [13.886, 6.378, 7.086], [13.842, 6.861, 8.827], [10.675, 6.904, 6.734], [11.075, 8.552, 6.104], [12.070, 7.055, 5.660], [14.277, 12.313, 14.194], [12.268, 13.841, 14.297], [10.254, 13.748, 11.982], [10.472, 15.025, 13.114], [11.663, 14.667, 11.976], [9.747, 12.226, 14.103], [10.989, 11.953, 15.367], [10.303, 13.548, 15.256], [15.993, 10.374, 11.178], [15.589, 9.622, 14.053], [15.554, 8.531, 12.634], [17.107, 9.361, 13.174], [16.598, 12.299, 13.558], [17.809, 11.557, 12.546], [16.638, 12.753, 11.922], [19.897, 9.666, 10.800], [18.834, 9.816, 10.068], [18.880, 10.886, 9.213], [19.952, 11.708, 9.257], [17.831, 11.100, 8.385], [17.917, 12.063, 7.465], [16.651, 10.335, 8.438], [15.344, 10.669, 7.332], [16.605, 9.319, 9.389], [15.455, 8.663, 9.542], [17.698, 9.027, 10.165], [17.793, 7.968, 10.980], [17.820, 17.266, 11.802], [16.535, 16.969, 11.873], [15.870, 17.528, 12.714], [16.024, 15.831, 11.016], [14.753, 15.412, 11.299], [14.159, 14.356, 10.532], [15.011, 13.545, 9.810], [16.253, 13.963, 9.579], [16.770, 15.172, 10.036], [18.199, 17.699, 12.599], [18.477, 16.694, 11.297], [14.176, 15.925, 12.110], [13.124, 14.054, 10.624], [16.838, 13.241, 8.997], [17.788, 15.472, 9.738]], "mulliken_charge": [3.278, -1.583, 1.107, -0.967, -0.645, -1.223, -0.377, 1.315, -1.622, -1.689, 1.064, -0.058, -0.595, 0.759, 0.077, -0.734, -0.318, -0.376, 0.006, -1.141, -1.267, 1.204, -1.559, -1.504, 0.775, -0.394, -0.574, -1.042, -0.242, 0.551, -1.274, -1.649, 2.452, -1.703, -1.182, 0.493, 0.260, 0.291, -0.247, 0.259, 0.432, 0.035, 0.646, 0.048, 0.303, 0.317, 0.475, 0.359, 0.398, 0.303, -0.249, 0.521, 0.460, 0.027, 0.404, 0.338, 0.047, 0.323, 0.449, -0.205, 0.325, 0.441, 0.310, 0.293, 0.382, 0.406, 0.895, 0.582, -0.017, 0.854, -0.002, 0.223, 0.349, 0.491, -1.522, 0.484, 0.222, 0.460, 0.300, 0.501, -0.046, -0.364, 0.646, 0.961, -0.338, -0.695, -0.520, 1.007, -0.594, -0.501, -0.386, 0.476, -0.437, -0.393, 0.349, -0.621, 0.730, -1.064, 0.869, 0.751, -0.822, -0.863, 0.248, 0.183, 0.447, -0.689, 0.029, 0.304]}

---

# 2
{"formula": "C39H52BN8PS3Tl", "method": "ωB97M-V with the def2-TZVPD basis set", "charge": -1, "energy_ev": -100376.2151, "de_lowest_kj_mol": 77.9, "gap_ev": 5.372, "elements": ["Tl", "C", "C", "C", "C", "N", "C", "C", "N", "B", "N", "C", "C", "N", "C", "S", "C", "C", "C", "C", "N", "C", "C", "N", "C", "S", "C", "C", "C", "C", "C", "S", "H", "H", "H", "H", "H", "H", "H", "H", "H", "H", "H", "H", "H", "H", "H", "H", "H", "H", "H", "H", "H", "H", "H", "H", "H", "H", "H", "H", "H", "H", "H", "H", "H", "H", "C", "C", "C", "C", "C", "C", "P", "C", "C", "C", "C", "C", "C", "C", "C", "C", "C", "C", "C", "H", "H", "H", "H", "H", "H", "H", "H", "H", "H", "H", "H", "H", "H", "N", "N", "H", "H", "H", "H"], "coordinates": [[-0.013, 0.419, 0.208], [-3.601, -0.175, 3.520], [-3.133, -1.450, 4.211], [-2.251, -1.055, 5.404], [-4.367, -2.241, 4.673], [-2.350, -2.324, 3.341], [-1.741, -3.447, 3.859], [-0.981, -3.987, 2.891], [-1.109, -3.227, 1.759], [-0.157, -3.564, 0.592], [1.286, -3.334, 1.058], [2.295, -4.119, 0.574], [3.472, -3.646, 1.023], [3.205, -2.546, 1.809], [1.847, -2.376, 1.827], [1.026, -1.258, 2.774], [4.201, -1.647, 2.393], [3.993, -1.562, 3.908], [4.062, -0.261, 1.751], [5.605, -2.196, 2.122], [-0.510, -2.852, -0.736], [-1.756, -3.056, -1.266], [-1.786, -2.545, -2.509], [-0.539, -2.023, -2.783], [0.227, -2.197, -1.663], [1.818, -1.706, -1.446], [-0.267, -1.428, -4.092], [-0.677, -2.454, -5.164], [-1.077, -0.131, -4.203], [1.209, -1.113, -4.312], [-1.954, -2.208, 2.036], [-2.575, -1.142, 0.896], [-4.173, 0.420, 4.228], [-4.224, -0.402, 2.663], [-2.757, 0.411, 3.170], [-2.785, -0.349, 6.035], [-1.341, -0.581, 5.045], [-1.970, -1.912, 6.010], [-4.975, -1.629, 5.335], [-4.085, -3.149, 5.200], [-4.965, -2.517, 3.808], [-1.897, -3.785, 4.861], [-0.342, -4.847, 2.914], [-0.270, -4.746, 0.383], [2.089, -4.958, -0.059], [4.456, -4.018, 0.834], [2.981, -1.222, 4.116], [4.697, -0.860, 4.346], [4.138, -2.539, 4.364], [3.076, 0.148, 1.960], [4.183, -0.335, 0.672], [4.814, 0.421, 2.147], [5.697, -3.209, 2.511], [6.341, -1.574, 2.625], [5.828, -2.192, 1.057], [-2.528, -3.530, -0.698], [-2.601, -2.485, -3.200], [-1.742, -2.670, -5.158], [-0.138, -3.385, -4.998], [-0.421, -2.081, -6.153], [-2.144, -0.320, -4.124], [-0.871, 0.358, -5.152], [-0.794, 0.541, -3.394], [1.836, -1.950, -4.016], [1.497, -0.247, -3.728], [1.376, -0.899, -5.366], [-0.071, 2.234, 5.333], [-1.123, 2.821, 4.648], [-0.976, 3.200, 3.325], [0.241, 3.005, 2.681], [1.301, 2.435, 3.383], [1.149, 2.051, 4.700], [0.466, 3.260, 0.875], [1.173, 4.938, 0.754], [2.144, 5.384, 1.651], [2.913, 6.496, 1.369], [2.740, 7.190, 0.182], [1.745, 6.787, -0.695], [0.978, 5.673, -0.419], [-1.238, 3.420, 0.246], [-1.963, 4.600, 0.418], [-3.251, 4.672, -0.077], [-3.790, 3.564, -0.721], [-3.042, 2.411, -0.878], [-1.724, 2.269, -0.411], [-0.196, 1.904, 6.355], [-2.076, 2.972, 5.136], [-1.819, 3.615, 2.787], [2.243, 2.266, 2.877], [1.971, 1.585, 5.223], [2.289, 4.840, 2.574], [3.664, 6.817, 2.080], [3.368, 8.042, -0.046], [1.572, 7.342, -1.606], [0.206, 5.370, -1.112], [-1.518, 5.449, 0.934], [-3.838, 5.578, 0.043], [-4.809, 3.615, -1.095], [-3.500, 1.563, -1.378], [1.206, 2.626, -2.526], [1.747, 1.637, -1.645], [1.837, 3.421, -2.640], [0.352, 2.967, -2.089], [2.376, 2.022, -0.940], [2.261, 0.942, -2.184]], "mulliken_charge": [1.247, -2.567, 1.716, -1.466, -1.775, 0.613, -0.068, -1.599, -0.406, 0.891, -0.267, -1.461, -0.096, 0.506, -0.415, 0.196, 1.468, -1.520, -1.248, -2.310, 0.738, -1.838, -0.141, 0.664, -0.180, -0.180, 1.462, -1.859, -1.374, -1.807, 0.242, -0.288, 0.596, 0.464, 0.534, 0.483, 0.130, 0.439, 0.443, 0.358, 0.388, 0.529, 0.568, -0.247, 0.596, 0.483, 0.128, 0.475, 0.384, -0.037, 0.330, 0.550, 0.503, 0.442, 0.474, 0.730, 0.507, 0.389, 0.404, 0.465, 0.342, 0.456, 0.204, 0.494, 0.040, 0.524, -0.625, -0.520, -0.723, 0.607, -0.276, -0.731, 0.528, 0.297, -0.457, -0.680, -0.460, -0.789, -0.438, 0.096, -0.133, -0.809, -0.696, -0.595, -0.260, 0.377, 0.410, 0.251, 0.377, 0.302, 0.296, 0.388, 0.369, 0.383, 0.406, 0.490, 0.359, 0.356, 0.323, -0.591, -0.110, 0.280, 0.194, 0.181, 0.179]}